No. 1
Formula: C47H35F3KN4O5S3Sb
Source: the Open Molecules 2025 dataset
Level of theory: the ωB97M-V functional and the def2-TZVPD basis

frontier orbital gap	5.8	eV
HOMO level	-2.3916	eV
net charge	-2
maximum force	1.71	eV/A
energy relative to the best compared isomer or geometry (same formula, charge and spin)	86.9	kJ/mol

The geometry in XYZ format:
```
99
Properties=species:S:1:pos:R:3:forces:R:3:lowdin_charge:R:1
K -0.714061 0.214781 0.460448 0.741 -1.214 0.958 0.568
O 2.268667 3.737494 -0.160753 0.066 0.122 -0.013 0.035
C 1.474169 4.813479 -0.280594 0.082 -0.026 0.052 -0.291
C 2.070006 6.076422 -0.338273 -0.022 -0.007 -0.002 -0.037
C 1.292418 7.209438 -0.488090 0.012 0.017 0.005 -0.120
C -0.092986 7.104988 -0.578178 0.008 -0.020 -0.005 -0.121
C -0.681304 5.851574 -0.514943 -0.008 -0.008 0.015 -0.043
C 0.076331 4.694295 -0.363053 -0.006 -0.038 -0.134 -0.083
C -0.561112 3.333953 -0.352806 -0.089 0.305 0.120 -0.477
O 0.232614 2.310982 -0.307996 0.105 0.566 -0.209 -0.268
N -1.861872 3.307786 -0.370433 -0.035 -0.102 -0.044 0.067
N -2.355415 1.999094 -0.449969 0.023 0.361 0.136 -0.074
C -3.185373 1.676621 0.465396 -0.143 0.040 -0.095 -0.151
C -3.760967 0.337603 0.645805 0.058 0.116 -0.045 -0.177
C -4.694199 0.185150 1.676064 0.015 0.064 0.017 -0.079
C -5.252313 -1.032558 2.005401 0.005 -0.028 -0.027 -0.136
C -4.828568 -2.161312 1.295228 -0.024 -0.020 0.034 -0.124
C -3.898627 -2.060706 0.288586 -0.057 0.035 -0.014 -0.031
C -3.331639 -0.810272 -0.110028 -0.264 0.038 -0.091 -0.451
O -2.473977 -0.740325 -1.056162 -0.394 -0.393 -0.253 -0.287
H 1.623971 2.958891 -0.206776 -0.042 -0.056 0.007 0.055
H 3.150153 6.132373 -0.281129 0.001 0.004 0.000 0.109
H 1.770382 8.181822 -0.538754 -0.005 0.000 -0.001 0.087
H -0.705132 7.990451 -0.697981 0.000 0.003 0.002 0.083
H -1.754718 5.731632 -0.583144 -0.002 0.006 -0.008 0.100
H -3.433539 2.417652 1.233408 -0.098 0.009 -0.040 0.122
H -4.964373 1.070462 2.244271 -0.006 -0.007 0.003 0.103
H -5.965263 -1.116988 2.815171 0.001 0.000 0.001 0.078
H -5.225823 -3.138496 1.553736 -0.003 0.001 0.005 0.087
H -3.554824 -2.944079 -0.238164 -0.095 0.041 0.097 0.081
C 2.455837 -0.102394 2.520656 0.045 -0.014 -0.020 -0.075
C 2.591917 -1.340894 1.701522 -0.129 0.228 -0.079 -0.625
N 1.799098 -1.671072 0.726865 0.136 -0.067 0.020 0.093
C 2.214303 -2.837269 0.121214 0.050 0.069 -0.001 -0.331
C 3.343040 -3.391547 0.643925 -0.096 -0.037 0.021 -0.375
S 3.901027 -2.436946 1.947766 0.103 -0.071 -0.013 1.036
C 1.439403 -3.421856 -0.981817 -0.034 0.009 0.052 -0.337
C 1.927416 -4.273115 -1.926180 -0.021 0.024 0.038 -0.373
S 0.647563 -4.804397 -2.930133 0.085 -0.019 -0.118 1.015
C -0.463043 -3.837295 -2.020616 -0.019 0.179 0.151 -0.627
N 0.091285 -3.170658 -1.057241 -0.057 -0.136 -0.034 0.123
C -1.924031 -3.816908 -2.320730 0.036 0.132 0.079 -0.074
H 1.420889 0.025183 2.851156 -0.007 0.002 0.005 0.003
H 2.722025 0.768741 1.918080 -0.011 0.007 0.001 0.093
H 3.105525 -0.133323 3.394831 -0.011 0.005 0.003 0.071
H 3.802783 -4.325953 0.369662 0.020 0.006 0.006 0.065
H 2.946816 -4.588615 -2.073869 -0.002 0.013 -0.020 0.065
H -2.406296 -4.709818 -1.915927 0.004 -0.003 -0.011 0.079
H -2.095214 -3.787274 -3.395527 -0.063 0.026 -0.056 0.072
H -2.353762 -2.928509 -1.846251 0.134 -0.007 -0.203 0.047
F -5.247663 3.143888 -5.844140 0.000 0.004 -0.004 0.022
C -4.181698 2.636759 -5.165443 0.001 0.001 -0.001 -0.291
C -4.404122 1.946139 -3.994649 0.024 0.013 -0.024 -0.006
C -3.307021 1.435176 -3.308654 -0.055 0.013 0.044 -0.101
C -2.013162 1.616295 -3.790544 -0.063 -0.021 0.003 -0.363
C -1.837169 2.303723 -4.990301 0.026 -0.011 0.013 -0.137
C -2.918023 2.829070 -5.686500 -0.023 0.000 0.005 -0.024
Sb -0.382060 0.648378 -2.786350 0.180 -0.066 -0.407 1.624
C -0.004488 -0.539371 -4.604856 0.048 0.026 0.016 -0.340
C 1.260980 -1.068980 -4.855008 0.030 -0.034 0.036 -0.128
C 1.519861 -1.890016 -5.946189 -0.015 -0.043 0.035 -0.032
C 0.474091 -2.203163 -6.786226 -0.044 0.006 -0.012 -0.299
F 0.706489 -3.017710 -7.852481 0.009 -0.007 -0.020 0.020
C -0.801631 -1.723881 -6.578916 0.047 -0.014 -0.004 -0.025
C -1.025134 -0.890383 -5.488021 -0.081 -0.025 0.027 -0.116
C 1.119476 2.141510 -3.258861 -0.057 0.029 -0.001 -0.351
C 0.815524 3.487952 -3.448321 -0.033 0.022 0.001 -0.117
C 1.809428 4.452846 -3.559693 0.010 -0.013 -0.002 -0.014
C 3.123656 4.049638 -3.479469 0.000 -0.008 -0.010 -0.289
F 4.106133 4.984255 -3.581669 0.011 -0.002 -0.002 0.029
C 3.478679 2.733573 -3.274667 -0.023 0.018 -0.017 -0.023
C 2.464753 1.792787 -3.151966 0.036 -0.005 -0.022 -0.131
H -5.412800 1.816101 -3.625127 -0.002 -0.001 0.001 0.114
H -3.453328 0.888766 -2.385640 0.031 -0.017 -0.009 0.074
H -0.841951 2.425925 -5.402754 0.002 0.004 0.005 0.101
H -2.793369 3.371795 -6.614561 0.006 -0.001 -0.001 0.108
H 2.085529 -0.848351 -4.186860 -0.008 0.003 0.006 0.079
H 2.505269 -2.297060 -6.132643 0.005 0.006 -0.013 0.110
H -1.597836 -1.997099 -7.259765 0.002 0.003 0.000 0.110
H -2.028491 -0.508637 -5.332911 0.022 -0.003 0.008 0.095
H -0.217634 3.815080 -3.472897 -0.004 -0.016 0.008 0.101
H 1.570254 5.503227 -3.663954 -0.003 0.003 0.000 0.119
H 4.522515 2.464740 -3.179359 0.001 0.001 0.006 0.111
H 2.749753 0.769020 -2.932741 -0.011 -0.002 0.006 0.085
O 2.495170 0.330310 9.502958 0.001 0.015 -0.011 0.074
C 1.620534 -0.574765 8.965431 -0.026 0.025 -0.065 -0.500
O 1.399858 -1.584103 9.589249 0.009 -0.007 0.024 0.070
C 1.022590 -0.229216 7.664628 0.020 -0.031 0.061 -0.180
C 0.096992 -1.117410 7.100576 -0.008 0.021 -0.023 -0.039
C -0.500989 -0.858159 5.889310 -0.014 -0.040 0.013 -0.121
C -0.216775 0.312545 5.145333 0.071 -0.011 -0.057 -0.771
S -0.940942 0.639515 3.623685 -0.132 0.004 0.098 0.520
C 0.719532 1.199550 5.729330 0.010 0.005 -0.006 -0.135
C 1.315893 0.935057 6.941933 -0.006 0.025 -0.036 -0.061
H 2.561183 1.084166 8.905872 0.006 -0.017 0.025 0.066
H -0.138574 -2.022609 7.645956 0.005 0.000 0.006 0.110
H -1.212632 -1.560291 5.473523 0.002 0.009 -0.011 0.092
H 0.961793 2.106682 5.190165 0.002 -0.001 -0.001 0.094
H 2.027952 1.674446 7.303314 0.003 -0.010 0.016 0.097
```
Positions in Å, forces in eV/Å.

=====

No. 2
Formula: C47H37Cl3GaN6O5S
Source: the Open Molecules 2025 dataset
Level of theory: the ωB97M-V functional and the def2-TZVPD basis

frontier orbital gap	5.9	eV
HOMO level	-10.0318	eV
net charge	+1
maximum force	1.31	eV/A
energy relative to the best compared isomer or geometry (same formula, charge and spin)	234.3	kJ/mol

The geometry in XYZ format:
```
100
Properties=species:S:1:pos:R:3:forces:R:3:lowdin_charge:R:1
Ga -2.897911 0.175060 0.405675 -0.364 0.554 -0.502 0.632
O -7.177991 4.984956 -1.687119 -0.411 -0.266 -0.158 -0.006
C -7.487982 3.792255 -1.800756 0.587 -0.416 0.083 -0.662
O -8.467465 3.131913 -2.165656 0.118 0.511 0.038 -0.002
C -6.298354 2.840304 -1.316632 -0.434 0.164 0.145 -0.017
C -6.492550 1.458746 -1.259436 0.058 0.059 -0.114 0.096
C -5.501419 0.669107 -0.722895 -0.065 0.232 -0.374 -0.143
N -4.375033 1.228223 -0.274412 0.230 -0.320 -0.523 0.082
C -4.200090 2.541926 -0.247711 0.065 0.434 0.073 -0.175
C -5.138524 3.396035 -0.774468 0.177 0.050 -0.061 0.092
C -3.058709 2.907321 0.615370 -0.314 0.067 0.438 -0.195
C -2.369195 4.096373 0.530779 -0.052 0.097 0.119 0.035
C -1.400721 4.362083 1.484798 0.055 -0.054 0.119 0.002
C -1.193001 3.459413 2.520810 0.016 0.263 0.023 -0.022
C -1.910548 2.281505 2.530563 -0.308 -0.019 -0.003 -0.108
N -2.801023 1.978682 1.576686 0.322 0.182 0.147 0.073
C -5.545984 -0.780608 -0.489452 -0.026 -0.081 0.222 -0.179
C -6.487712 -1.648237 -1.001775 -0.134 -0.114 -0.091 0.033
C -6.419164 -2.982222 -0.630158 0.015 -0.043 0.005 -0.007
C -5.413115 -3.409552 0.226375 -0.133 -0.018 -0.037 -0.006
C -4.490090 -2.487792 0.675093 -0.155 0.234 -0.073 -0.065
N -4.574883 -1.196702 0.326503 0.335 -0.513 0.599 0.068
H -7.431350 1.052826 -1.619437 -0.006 0.156 0.044 0.133
H -5.031885 4.474705 -0.731080 -0.186 -0.057 -0.057 0.135
H -2.590848 4.796217 -0.264287 -0.007 -0.029 0.029 0.139
H -0.826738 5.276524 1.436529 0.031 0.030 -0.006 0.117
H -0.479470 3.670337 3.306635 -0.052 -0.043 -0.009 0.125
H -1.788215 1.557233 3.325822 0.074 -0.089 -0.054 0.135
H -7.249298 -1.297130 -1.683160 -0.008 0.032 0.023 0.130
H -7.146306 -3.686226 -1.013359 0.017 0.011 0.008 0.125
H -5.338852 -4.441587 0.536230 0.020 0.001 -0.017 0.123
H -3.661535 -2.773207 1.307091 0.048 -0.003 -0.056 0.126
C 2.512807 -5.223938 3.490885 -0.082 0.059 -0.077 -0.040
C 1.980533 -4.096696 2.640331 0.094 0.031 0.002 -0.218
C 1.603744 -2.901797 3.247098 -0.007 -0.026 0.011 -0.052
C 1.142980 -1.843286 2.481017 -0.052 0.004 -0.062 -0.094
C 1.099421 -1.953115 1.102768 -0.002 0.108 -0.040 -0.046
C 1.463743 -3.144320 0.482373 0.059 0.165 -0.205 -0.198
N 1.499711 -3.244031 -0.922058 -0.261 -0.078 0.120 0.121
C 0.841443 -2.490779 -1.887934 -0.093 -0.058 0.121 -0.169
C 1.503719 -2.279021 -3.105415 0.001 0.012 -0.063 -0.024
C 0.923467 -1.558148 -4.129527 -0.048 -0.017 -0.008 -0.062
C -0.343147 -1.002203 -3.971541 0.030 0.001 -0.102 -0.082
C -1.016285 -1.215313 -2.786654 0.049 -0.059 0.112 -0.047
C -0.459776 -1.969748 -1.751572 0.080 0.086 0.111 -0.074
C -1.333134 -2.314007 -0.588461 -0.196 0.345 0.210 -0.493
O -1.455207 -3.421369 -0.151653 0.048 -0.235 0.124 0.149
O -2.043752 -1.285141 -0.077037 0.768 -1.051 -0.120 -0.057
C 1.878879 -4.237919 1.249200 -0.069 -0.174 -0.016 -0.156
C 2.194621 -5.553943 0.579328 0.088 0.113 0.149 -0.022
H 2.679106 -4.884793 4.512395 -0.009 -0.019 -0.019 0.078
H 3.459102 -5.600933 3.098217 -0.030 -0.009 0.021 0.087
H 1.814031 -6.063892 3.525392 0.033 0.019 -0.010 0.089
H 1.680854 -2.801438 4.323609 -0.013 -0.022 -0.042 0.111
H 0.832346 -0.922165 2.969567 0.095 -0.044 -0.012 0.091
H 0.803001 -1.110283 0.489739 0.044 -0.155 -0.009 0.087
H 2.209747 -3.857441 -1.279779 0.088 -0.002 -0.071 0.125
H 2.499015 -2.692284 -3.232430 -0.271 -0.023 -0.021 0.096
H 1.459393 -1.429461 -5.062059 -0.003 0.003 0.030 0.112
H -0.803386 -0.439840 -4.773959 0.018 -0.021 0.028 0.107
H -2.022907 -0.831951 -2.663657 -0.003 -0.001 0.009 0.116
H 1.596025 -5.690285 -0.321622 0.024 0.007 0.018 0.085
H 1.976148 -6.386219 1.246227 0.011 0.006 -0.022 0.078
H 3.255411 -5.629789 0.313047 -0.059 0.006 -0.057 0.081
Cl 5.691895 -4.028417 -1.233342 -0.128 -0.077 0.020 0.709
C 4.968262 -2.513262 -0.810359 -0.035 0.076 0.020 -0.662
C 4.387874 -1.732097 -1.791474 0.164 0.031 -0.019 -0.118
C 3.911733 -0.477500 -1.447441 0.037 -0.002 0.002 -0.009
C 3.980277 0.007611 -0.145704 0.105 -0.016 -0.159 -0.167
C 3.600340 1.449964 0.095759 0.114 -0.085 0.011 -0.292
C 2.337500 1.627493 0.947889 0.055 0.111 0.073 -0.030
N 1.091424 1.517024 0.183408 0.138 -0.020 0.057 -0.003
C 0.835196 1.917645 -1.107338 0.086 0.040 -0.122 -0.009
C -0.478716 1.663526 -1.338123 -0.225 -0.014 0.058 -0.067
N -1.038406 1.136493 -0.195106 0.005 -0.101 0.198 0.043
C -0.056778 1.059980 0.693174 -0.091 0.101 -0.388 -0.168
O 4.675862 2.097067 0.746850 -0.078 0.132 0.267 -0.111
C 5.091073 3.352137 0.211629 0.078 -0.076 -0.090 -0.132
C 4.032704 4.414195 0.201639 -0.083 -0.174 0.205 -0.326
C 3.293547 4.778978 -0.881742 -0.042 0.119 0.002 -0.972
Cl 3.453131 4.200261 -2.492489 -0.017 -0.042 -0.028 0.698
S 2.146170 6.004259 -0.528811 -0.048 0.046 -0.038 1.000
C 2.642459 6.044842 1.112261 -0.084 0.084 0.021 -0.405
C 3.642215 5.161369 1.358694 0.029 -0.097 0.025 -0.136
C 4.506893 -0.838298 0.834058 -0.097 -0.014 -0.060 -0.560
Cl 4.582955 -0.371194 2.505865 -0.026 0.020 -0.089 0.770
C 5.003013 -2.088944 0.507729 0.038 -0.034 0.140 -0.117
H 4.344105 -2.085424 -2.813119 0.171 0.099 0.088 0.102
H 3.506485 0.162014 -2.225226 -0.003 -0.041 0.024 0.124
H 3.447039 1.901876 -0.887180 -0.056 0.043 0.017 0.100
H 2.393243 2.605022 1.424590 -0.104 0.119 -0.070 0.133
H 2.311350 0.872203 1.731208 -0.031 -0.041 0.013 0.098
H 1.582258 2.346404 -1.754961 -0.048 -0.026 0.083 0.086
H -1.051579 1.826635 -2.236178 0.037 -0.012 0.044 0.128
H -0.148721 0.684694 1.700820 0.156 -0.067 -0.136 0.129
H 5.489294 3.213011 -0.795597 0.022 -0.027 -0.057 0.122
H 5.902851 3.658567 0.866219 0.098 0.027 -0.039 0.140
H 2.187905 6.754731 1.790031 0.070 -0.095 -0.042 0.073
H 4.115257 5.039840 2.326019 -0.035 0.012 -0.079 0.126
H 5.434215 -2.715644 1.277389 -0.020 0.022 -0.039 0.113
```
Positions in Å, forces in eV/Å.